(1)
Computed, not measured: the molecule CH2N2O2 in a non-equilibrium geometry, with wB97M-V/def2-TZVPD.

Bonds (Å) are listed after each position.
Positions of all 7 atoms, in Å:
1 H 1.55005 1.16186 0.14517  N2 0.992
2 N 0.78603 0.54854 0.30256  H1 0.992, N3 1.214
3 N -0.13985 1.05586 -0.29759  N2 1.214, C4 1.500
4 C -1.49240 0.44409 -0.08108  N3 1.500, O5 1.203, O6 1.394
5 O -2.44194 1.17693 -0.17854  C4 1.203
6 O -1.59431 -0.88393 0.32948  C4 1.394, H7 1.054
7 H -0.62115 -1.28770 0.31065  O6 1.054

The HOMO energy comes out at -10.321 eV. The LUMO energy is -0.5 eV. As for the SMILES: [H]/N=N/C(=O)O.

***

(2)
Computed, not measured: a 2-piece molecular cluster, C4H6O2S overall in a non-equilibrium geometry, with wB97M-V/def2-TZVPD.

Bonds (Å) are listed after each position.
Positions of all 13 atoms, in Å:
1 C -3.50304 -0.09162 0.18609  O5 1.136, O6 1.151
2 C 1.36684 -2.18899 -0.09769  S7 1.687, H8 1.104, H9 1.102
3 C 0.77150 0.37470 -0.06645  C4 1.491, S7 1.688, H10 1.118
4 C 0.82007 1.83383 0.23746  C3 1.491, H11 0.988, H12 1.002, H13 1.174
5 O -3.25564 0.25148 1.24085  C1 1.136
6 O -3.77827 -0.46292 -0.86849  C1 1.151
7 S 1.96153 -0.70757 0.44645  C2 1.687, C3 1.688
8 H 1.58273 -3.15383 0.39322  C2 1.104
9 H 1.10903 -2.36050 -1.15530  C2 1.102
10 H 0.45152 0.01018 -1.07344  C3 1.118
11 H 1.73748 2.06882 0.51948  C4 0.988
12 H 0.14082 1.95951 0.96342  C4 1.002
13 H 0.59543 2.46691 -0.72560  C4 1.174

The HOMO energy (spin up / spin down) comes out at -7.893 / -7.495 eV. The LUMO energy (spin up / spin down) is 0.2 / -0.1 eV.

***

(3)
Computed, not measured: the molecule C2H3N3OS in a non-equilibrium geometry, with wB97M-V/def2-TZVPD.

Bonds (Å) are listed after each position.
Positions of all 10 atoms, in Å:
1 O 1.43343 1.78894 -0.65416  C2 1.206
2 C 0.64285 0.91924 -0.38611  O1 1.206, N3 1.403, N7 1.335
3 N 1.04915 -0.18438 0.37937  C2 1.403, N4 1.370, H8 1.061
4 N 0.35285 -1.21099 0.96032  N3 1.370, C5 1.307
5 C -0.89760 -1.39341 0.62494  N4 1.307, S6 1.863, H9 1.145
6 S -1.82226 -0.30846 -0.57481  C5 1.863, N7 1.755
7 N -0.65676 0.99927 -0.68046  C2 1.335, S6 1.755, H10 1.044
8 H 2.06899 -0.05998 0.64314  N3 1.061
9 H -1.48738 -2.19888 1.18495  C5 1.145
10 H -0.68327 1.64866 -1.49718  N7 1.044

The HOMO energy comes out at -8.643 eV. The LUMO energy is 0.3 eV. As for the SMILES: O=C1NN=CSN1.

***

(4)
Computed, not measured: the molecule CH2O3S in a non-equilibrium geometry, with wB97M-V/def2-TZVPD.

Bonds (Å) are listed after each position.
Positions of all 7 atoms, in Å:
1 C -0.09423 0.01726 0.76161  O3 1.372, O4 1.300
2 O 0.47446 -1.22195 -1.53054  S5 1.612, H6 1.045
3 O -0.21111 0.91488 -0.26953  C1 1.372, S5 1.727
4 O 0.07247 0.52553 1.94593  C1 1.300, H7 1.060
5 S -0.26674 0.17763 -1.83075  O2 1.612, O3 1.727
6 H -0.21197 -1.95982 -1.25586  O2 1.045
7 H 0.23711 1.54648 2.17914  O4 1.060

The HOMO energy comes out at -9.010 eV. The LUMO energy is 0.4 eV.

***

(5)
Computed, not measured: the molecule C5H13NO in a non-equilibrium geometry, with wB97M-V/def2-TZVPD.

Bonds (Å) are listed after each position.
Positions of all 20 atoms, in Å:
1 C 1.35045 1.70497 1.84727  C2 1.537, H8 1.085, H9 1.092, H10 1.089
2 C 1.52834 1.10784 0.44184  C1 1.537, N3 1.460, H11 1.090, H12 1.094
3 N 0.28935 0.51793 -0.05787  C2 1.460, C4 1.453, H13 1.013
4 C 0.43448 -0.71934 -0.80540  N3 1.453, C5 1.517, H14 1.094, H15 1.085
5 C -0.92349 -1.06449 -1.38780  C4 1.517, C6 1.513, H16 1.097, H17 1.100
6 C -2.05139 -1.54255 -0.49928  C5 1.513, O7 1.426, H18 1.097, H19 1.089
7 O -2.22485 -0.73440 0.66216  C6 1.426, H20 0.973
8 H 1.32072 0.96985 2.64445  C1 1.085
9 H 2.11677 2.46215 2.02571  C1 1.092
10 H 0.42255 2.27537 1.86062  C1 1.089
11 H 2.30124 0.34132 0.50375  C2 1.090
12 H 1.91802 1.94533 -0.14499  C2 1.094
13 H -0.12174 1.22296 -0.65731  N3 1.013
14 H 1.14657 -0.54007 -1.61675  C4 1.094
15 H 0.75343 -1.52812 -0.15659  C4 1.085
16 H -1.31572 -0.23968 -1.99508  C5 1.097
17 H -0.73339 -1.83280 -2.15197  C5 1.100
18 H -1.81858 -2.54947 -0.13032  C6 1.097
19 H -2.97261 -1.60777 -1.07690  C6 1.089
20 H -1.42014 -0.18903 0.69448  O7 0.973

The HOMO energy comes out at -9.237 eV. The LUMO energy is 1.0 eV. As for the SMILES: CCNCCCO.

***

(6)
Computed, not measured: an isolated ion of composition C4H8N3 and charge +1 in a non-equilibrium geometry, with wB97M-V/def2-TZVPD.

Bonds (Å) are listed after each position.
Positions of all 15 atoms, in Å:
1 C -2.56856 0.10799 2.69715  N7 1.278, H8 1.019, H9 1.148
2 C -0.49405 -0.28304 1.44123  N5 1.372, N7 1.213
3 C 0.66230 -1.13217 -0.72820  N5 1.501, H10 1.064, H11 1.030, H12 1.113
4 C 1.12074 1.69320 -0.91123  N6 1.392, H13 1.084, H14 1.071, H15 1.101
5 N 0.05279 -0.11685 0.19433  C2 1.372, C3 1.501, N6 1.275
6 N 0.35193 1.11836 0.09613  C4 1.392, N5 1.275
7 N -1.61323 -0.12439 1.88059  C1 1.278, C2 1.213
8 H -3.26397 -0.61111 2.88881  C1 1.019
9 H -2.75820 1.17606 3.07257  C1 1.148
10 H 1.71300 -0.98044 -0.64978  C3 1.064
11 H 0.31227 -1.00756 -1.68845  C3 1.030
12 H 0.30864 -2.12145 -0.36002  C3 1.113
13 H 1.72794 1.11595 -1.59848  C4 1.084
14 H 1.90942 2.16060 -0.35773  C4 1.071
15 H 0.67761 2.63846 -1.25966  C4 1.101

The HOMO energy (spin up / spin down) comes out at -12.977 / -12.975 eV. The LUMO energy (spin up / spin down) is -5.3 / -5.3 eV. The total charge is +1.

***

Calculated ΔE to the lowest compared entry with this formula, charge and spin, 58.17; 68.36; 24.13; 55.05; 27.26; 162.08 kcal per mole (same order as the records).